# 1
# C34H48N4O20

7 unconnected molecules or ions with the total composition C34H48N4O20 (ωB97M-V with the def2-TZVPD basis set, OMol25).

## Properties
Calculated total energy, hartree: -3047.89720
Highest occupied orbital energy, eV: -8.2643
Relative energy (zero: lowest compared OMol25 entry of this formula, charge and spin), kJ/mol: 827.3
SMILES: NC(N)(N)Cc1cccc2c1C(=O)NC2=O.C[C@@H]1COC(=O)O1.C[C@@H]1COC(=O)O1.C[C@@H]1COC(=O)O1.C[C@@H]1COC(=O)O1.C[C@@H]1COC(=O)O1.C[C@@H]1COC(=O)O1
Max |F|, eV/Å: 8.40
Net charge: 0
Lowest unoccupied orbital energy, hartree: -0.03972

Geometry as XYZ:
```
106
C34H48N4O20, DFT ωB97M-V with the def2-TZVPD basis set
N 4.0600 1.4815 -5.9175
C 4.3385 0.9241 -4.5056
N 3.0484 1.0860 -3.7340
N 4.6166 -0.5646 -4.6838
C 5.6602 1.5960 -3.8071
C 5.3341 2.6542 -2.5876
C 5.6899 4.2850 -2.6938
C 5.3236 5.3338 -1.4435
C 4.5919 4.8296 -0.0323
C 4.2927 3.2227 0.0895
C 4.6520 2.1962 -1.1370
C 4.1717 0.7036 -0.6579
O 4.4022 -0.4208 -1.3438
N 3.4213 0.8853 0.6784
C 3.6134 2.3009 1.2618
O 3.2020 2.5733 2.5053
H 3.2009 0.9320 -6.2143
H 3.7038 2.4713 -5.7780
H 2.4468 1.8585 -4.0942
H 2.5309 0.1884 -3.6115
H 5.1100 -0.9211 -3.8258
H 5.3195 -0.6154 -5.4591
H 6.4838 0.7900 -3.4949
H 6.1909 2.2426 -4.6589
H 6.1848 4.7111 -3.6805
H 5.5944 6.4696 -1.5840
H 4.2975 5.5532 0.8428
H 3.5624 0.0989 1.3719
C 1.0524 -2.5754 4.0325
C 2.4376 -2.9800 3.5720
C 3.3305 -3.4607 4.6763
O 4.6200 -3.2259 4.1369
C 4.4839 -2.1588 3.2875
O 5.4189 -1.5506 2.7932
O 3.1646 -1.8681 3.0762
H 0.5253 -2.0413 3.2354
H 0.4645 -3.4540 4.3160
H 1.0968 -1.8961 4.8906
H 2.3623 -3.7169 2.7625
H 3.1882 -4.5211 4.9033
H 3.2385 -2.8792 5.6008
C 0.9449 3.8887 1.1518
C 0.6533 5.3593 0.9355
C -0.6331 5.8223 1.5509
O -0.9387 6.9660 0.7715
C -0.3892 6.7376 -0.4632
O -0.6158 7.4154 -1.4519
O 0.4380 5.6492 -0.4358
H 1.7717 3.5647 0.5116
H 1.2106 3.6941 2.1954
H 0.0824 3.2657 0.8913
H 1.5045 5.9632 1.2742
H -0.5254 6.0856 2.6070
H -1.4560 5.1068 1.4404
C -1.4540 -2.1015 -5.7581
C -0.0688 -2.5060 -6.2186
C 0.8241 -2.9867 -5.1143
O 2.1136 -2.7519 -5.6537
C 1.9775 -1.6848 -6.5031
O 2.9125 -1.0766 -6.9974
O 0.6582 -1.3941 -6.7145
H -1.9811 -1.5673 -6.5552
H -2.0419 -2.9800 -5.4747
H -1.4095 -1.4222 -4.9000
H -0.1441 -3.2429 -7.0282
H 0.6819 -4.0471 -4.8873
H 0.7322 -2.4052 -4.1898
C -3.1605 0.2361 5.8019
C -2.6128 0.0849 4.3977
C -3.6582 0.1551 3.3252
O -3.0377 -0.5466 2.2615
C -2.1984 -1.4565 2.8500
O -1.6454 -2.3664 2.2545
O -2.0714 -1.2090 4.1889
H -2.3985 -0.0326 6.5405
H -3.4811 1.2663 5.9856
H -4.0138 -0.4287 5.9740
H -1.8099 0.8134 4.2289
H -3.8940 1.1820 3.0319
H -4.5865 -0.3685 3.5810
C -2.8811 -3.8616 9.5309
C -4.1039 -3.0051 9.2746
C -4.7219 -3.2139 7.9246
O -5.4089 -1.9909 7.7219
C -4.7038 -1.0434 8.4173
O -4.8845 0.1589 8.3165
O -3.7719 -1.6272 9.2301
H -2.3559 -3.5194 10.4284
H -3.1622 -4.9106 9.6660
H -2.1656 -3.7979 8.7040
H -4.8349 -3.1459 10.0807
H -5.4144 -4.0602 7.9034
H -3.9885 -3.3286 7.1182
C -5.8725 -0.9531 -8.2547
C -5.6414 -1.8519 -7.0575
C -6.5978 -1.6184 -5.9268
O -5.8670 -2.1086 -4.8157
C -4.5443 -1.9260 -5.1252
O -3.6289 -2.0496 -4.3283
O -4.3934 -1.5829 -6.4403
H -5.0292 -1.0177 -8.9498
H -6.7873 -1.2373 -8.7838
H -5.9557 0.0979 -7.9577
H -5.6372 -2.9026 -7.3739
H -7.5376 -2.1644 -6.0489
H -6.8173 -0.5596 -5.7479
```

Mulliken atomic charge list, values in e, 5 entries:
1 N -0.76
2 C 0.56
3 N -0.38
4 N -0.54
5 C -0.84

---

# 2
# C3H3CoLiO3

A molecular structure, C3H3CoLiO3 (ωB97M-V with the def2-TZVPD basis set, OMol25).

## Properties
Calculated total energy, hartree: -1731.71273
Highest occupied orbital energy (alpha / beta), eV: -11.2329 / -13.0560
2S+1: 5
Relative energy (zero: lowest compared OMol25 entry of this formula, charge and spin), kJ/mol: 106.4
Max |F|, eV/Å: 3.70
Net charge: +1
Lowest unoccupied orbital energy (alpha / beta), hartree: -0.15787 / -0.17973
⟨S²⟩: 6.0037

Geometry as XYZ:
```
11
C3H3CoLiO3, DFT ωB97M-V with the def2-TZVPD basis set
C 1.9339 0.8894 -1.5401
C 0.8413 1.7728 -1.9954
O 1.0084 0.5303 -2.6412
C 2.2987 -1.0902 -0.8792
O 1.9906 -2.0156 -1.5828
O 2.3612 -0.8069 0.2941
Li 2.1759 0.9590 1.0548
H 2.9062 1.1164 -1.9951
H 1.0015 2.5764 -2.7198
H -0.1550 1.7860 -1.5428
Co 0.7196 -1.1445 -3.4875
```

Mulliken atomic charge list, values in e, 5 entries:
1 C -0.70
2 C -0.25
3 O -0.24
4 C 1.01
5 O -0.45

---

# 3
# C3H7ClNS

A gas-phase ion, C3H7ClNS (charge +1) (ωB97M-V with the def2-TZVPD basis set, OMol25).

## Properties
Calculated total energy, hartree: -1031.30681
Highest occupied orbital energy, eV: -13.8274
Relative energy (zero: lowest compared OMol25 entry of this formula, charge and spin), kJ/mol: 90.6
SMILES: [NH3+]C1(SCl)CC1
Max |F|, eV/Å: 5.52
Net charge: +1
Lowest unoccupied orbital energy, hartree: -0.15766

Geometry as XYZ:
```
13
C3H7ClNS, DFT ωB97M-V with the def2-TZVPD basis set
N -0.4783 -0.9148 -0.9873
C -0.0186 -0.6552 0.3980
S 0.0185 -2.3612 1.4173
Cl 1.2691 -3.2516 0.0583
C 1.0754 0.4542 0.4669
C -0.3751 0.6182 0.9940
H -1.5041 -1.0993 -1.1693
H -0.0458 -1.8485 -1.4104
H -0.1699 -0.2159 -1.6580
H 1.5138 1.1869 -0.1536
H 1.7905 0.2756 1.4103
H -0.4486 0.6718 2.1159
H -1.0673 1.2883 0.4823
```

Mulliken atomic charge list, values in e, 5 entries:
1 N -0.35
2 C 0.09
3 S 0.10
4 Cl -0.13
5 C -0.50

---

# 4
# C25H50NO18

6 unconnected molecules or ions with the total composition C25H50NO18 (ωB97M-V with the def2-TZVPD basis set, OMol25).

## Properties
Calculated total energy, hartree: -2391.64095
Highest occupied orbital energy, eV: -2.0061
Max |F|, eV/Å: 0.79
Net charge: -1
Lowest unoccupied orbital energy, hartree: 0.08239

Geometry as XYZ:
```
94
C25H50NO18, DFT ωB97M-V with the def2-TZVPD basis set
C -3.1480 3.8395 0.2356
C -3.4220 3.1487 1.5669
N -3.2835 1.6944 1.4971
C -2.5731 1.0900 2.6324
C -1.0421 1.0077 2.4577
C -0.4784 0.6172 1.0989
O -0.6203 1.8372 0.2496
C 0.5940 2.3168 -0.2213
C 0.8511 1.8417 -1.6430
C -0.0933 2.4705 -2.6582
O 2.1999 2.1482 -2.0501
C -4.2441 1.0496 0.7864
C -4.0928 -0.4420 0.5665
O -5.1591 1.6595 0.2320
H -2.4900 3.2055 -0.3569
H -2.6391 4.7932 0.3904
H -4.0648 4.0160 -0.3227
H -2.6986 3.4787 2.3106
H -4.4294 3.3886 1.9266
H -2.9932 0.1084 2.8341
H -2.8180 1.7054 3.5096
H -0.6865 0.3095 3.2263
H -0.6291 1.9861 2.7266
H -1.1654 -0.1138 0.6352
H 1.4039 1.9474 0.4277
H 0.5940 3.4189 -0.2088
H 0.7160 0.7542 -1.6303
H -0.8950 1.7891 -2.9362
H -0.5538 3.3756 -2.2602
H 0.4649 2.7306 -3.5581
H 2.7357 2.1423 -1.2503
H -5.0770 -0.8677 0.3817
H -3.4727 -0.5724 -0.3219
H -3.5935 -0.9729 1.3680
C 2.2241 -1.9752 0.2874
O 1.3483 -2.8721 0.9916
C 1.9341 -3.6190 1.9037
O 3.1094 -3.6431 2.1818
O 1.0035 -4.3967 2.4803
C 1.5095 -5.2504 3.5024
H 1.5838 -1.4115 -0.3819
H 2.6973 -1.2878 0.9832
H 2.9716 -2.5574 -0.2522
H 1.9544 -4.6668 4.3073
H 2.2613 -5.9304 3.1032
H 0.6500 -5.8057 3.8674
C 0.4746 -2.0168 -5.2725
O -0.7429 -2.6360 -4.8315
C -1.7056 -1.7644 -4.5178
O -1.6323 -0.5695 -4.6256
O -2.7678 -2.4450 -4.0873
C -3.8543 -1.6044 -3.6641
H 1.1496 -2.8385 -5.4914
H 0.2935 -1.4173 -6.1624
H 0.8826 -1.3821 -4.4885
H -4.1798 -0.9622 -4.4794
H -3.5435 -0.9938 -2.8194
H -4.6491 -2.2826 -3.3696
C -2.0474 -5.6731 -4.2474
O -1.1389 -6.6143 -3.6526
C -1.3906 -7.8832 -3.9330
O -2.2848 -8.3027 -4.6251
O -0.4752 -8.6421 -3.3194
C -0.6361 -10.0447 -3.5351
H -1.7240 -4.6902 -3.9282
H -2.0067 -5.7489 -5.3324
H -3.0632 -5.8678 -3.9084
H -0.5604 -10.2821 -4.5950
H -1.6029 -10.3818 -3.1647
H 0.1695 -10.5157 -2.9801
C -2.9730 5.2954 5.3349
O -1.7015 5.8557 5.6924
C -0.6701 5.0520 5.4191
O -0.7457 3.9512 4.9462
O 0.4600 5.6793 5.7540
C 1.6415 4.9161 5.4677
H -3.7057 6.0484 5.6079
H -3.0132 5.0884 4.2671
H -3.1492 4.3700 5.8801
H 1.7040 4.6943 4.4042
H 1.6338 3.9799 6.0225
H 2.4704 5.5433 5.7810
C 7.6917 3.4464 2.1508
O 7.7596 3.2988 0.7289
C 6.5650 3.1510 0.1442
O 5.5066 3.1464 0.7146
O 6.7527 3.0090 -1.1646
C 5.5411 2.8127 -1.9114
H 8.7213 3.5520 2.4789
H 7.1115 4.3284 2.4165
H 7.2318 2.5704 2.6045
H 4.8705 3.6605 -1.7902
H 5.0367 1.9048 -1.5879
H 5.8516 2.7192 -2.9468
```

Mulliken atomic charge list, values in e, 5 entries:
1 C -1.18
2 C -0.23
3 N 0.46
4 C -1.29
5 C -0.17

---

# 5
# C32H41Cl2N2OP3Zr

A molecular structure, C32H41Cl2N2OP3Zr (ωB97M-V with the def2-TZVPD basis set, OMol25).

## Properties
Calculated total energy, hartree: -3419.61571
Highest occupied orbital energy (alpha / beta), eV: -12.2718 / -12.2714
Max |F|, eV/Å: 14.23
Net charge: +2
Lowest unoccupied orbital energy (alpha / beta), hartree: -0.33263 / -0.33267

Geometry as XYZ:
```
82
C32H41Cl2N2OP3Zr, DFT ωB97M-V with the def2-TZVPD basis set
P 1.3064 -4.3237 -4.5044
C 0.1970 -4.7464 -5.9098
C 0.5894 -4.7291 -7.2462
H 1.6014 -4.4519 -7.5055
C -0.3102 -5.0677 -8.2477
H 0.0079 -5.0476 -9.2819
C -1.6088 -5.4360 -7.9272
H -2.3079 -5.7012 -8.7094
C -2.0090 -5.4566 -6.5974
H -3.0219 -5.7364 -6.3394
C -1.1159 -5.1041 -5.5980
H -1.4368 -5.1072 -4.5633
C 2.7721 -3.6427 -5.3838
C 2.7360 -2.2899 -5.7273
H 1.8721 -1.6940 -5.4589
C 3.7916 -1.7055 -6.4086
H 3.7470 -0.6568 -6.6725
C 4.9102 -2.4597 -6.7385
H 5.7397 -2.0019 -7.2615
C 4.9611 -3.8012 -6.3886
H 5.8302 -4.3945 -6.6411
C 3.8976 -4.3916 -5.7197
H 3.9425 -5.4395 -5.4588
C 1.9169 -5.9858 -4.0046
C 1.7101 -7.1474 -4.7451
H 1.1591 -7.1006 -5.6737
C 2.2086 -8.3635 -4.2989
H 2.0387 -9.2586 -4.8831
C 2.9264 -8.4334 -3.1137
H 3.3155 -9.3825 -2.7686
C 3.1382 -7.2804 -2.3692
H 3.6917 -7.3278 -1.4405
C 2.6281 -6.0682 -2.8062
H 2.7828 -5.1739 -2.2148
Zr 0.0000 0.0000 0.0000
C 1.9577 0.4636 0.3589
C 2.9876 -0.1105 -0.3156
H 2.1653 1.2067 1.1234
C 2.5894 -1.1066 -1.3702
O 3.2270 -2.3640 -1.1243
H 3.0006 -2.9685 -1.8432
C 1.1135 -1.1490 -1.2602
H 2.8564 -0.7502 -2.3749
C -0.1032 -1.4995 -1.4138
Cl -0.4170 1.6304 1.7413
Cl -2.4948 -0.2419 -0.1865
P -0.3404 1.8262 -1.5606
C -1.6422 2.9992 -1.0883
H -1.3683 3.4878 -0.1594
H -2.5622 2.4480 -0.9257
H -1.7780 3.7402 -1.8730
C 1.1323 2.8684 -1.8476
H 1.9527 2.2554 -2.2122
H 1.4289 3.3166 -0.9028
H 0.9267 3.6579 -2.5669
C -0.8322 1.2264 -3.2116
H -1.7423 0.6434 -3.1002
H -0.0562 0.5890 -3.6265
H -1.0149 2.0568 -3.8893
P 4.6922 0.1825 0.0218
C 4.8853 1.6315 1.0830
C 5.6100 0.4677 -1.5120
H 4.4036 1.4630 2.0414
H 4.4396 2.5018 0.6107
H 5.9430 1.8163 1.2525
H 5.5276 -0.4081 -2.1496
H 6.6603 0.6432 -1.2939
H 5.2047 1.3309 -2.0323
C 5.4899 -1.2139 0.8553
H 5.0083 -1.3812 1.8147
H 6.5471 -1.0141 1.0138
H 5.3695 -2.1018 0.2431
H -0.8788 -2.0935 -1.8560
N -1.1222 -1.6601 2.3970
C -1.0807 -2.8284 3.0559
C -0.1716 -3.6526 2.4222
C 0.3166 -2.9133 1.3600
N -0.2855 -1.7078 1.3732
H -1.7164 -0.8371 2.6414
H -1.6685 -3.0599 3.9351
H 0.0967 -4.6607 2.7043
H 1.0554 -3.2347 0.6405
```

Mulliken atomic charge list, values in e, 5 entries:
1 P 0.59
2 C -0.10
3 C 0.08
4 H 0.37
5 C -0.71

---

# 6
# C14H24F2NO7

3 unconnected molecules or ions with the total composition C14H24F2NO7 (ωB97M-V with the def2-TZVPD basis set, OMol25).

## Properties
Calculated total energy, hartree: -1328.75943
Highest occupied orbital energy, eV: -12.8050
Max |F|, eV/Å: 2.61
Net charge: +1
Lowest unoccupied orbital energy, hartree: -0.12116

Geometry as XYZ:
```
48
C14H24F2NO7, DFT ωB97M-V with the def2-TZVPD basis set
C 1.0799 1.1908 0.4792
C 1.7947 -0.1990 0.3166
O 0.8962 -1.2787 0.6001
C 1.1896 -1.8995 1.8143
C 0.8498 -1.0324 3.0684
C 1.8773 -1.2511 4.1999
C 1.5706 -0.6962 5.6231
C 2.9086 -1.1200 6.3645
C 3.9567 -1.4199 5.2477
N 3.3035 -0.9288 3.9626
H 1.0684 1.7625 -0.4483
H 1.5895 1.7170 1.2969
H 0.0670 0.9666 0.8406
H 2.6125 -0.2527 1.0532
H 2.1509 -0.3259 -0.7124
H 2.2417 -2.2518 1.8573
H 0.5792 -2.8099 1.8843
H -0.1310 -1.3206 3.4671
H 0.8030 0.0461 2.8562
H 1.9105 -2.3464 4.3582
H 0.6720 -1.2509 5.9005
H 1.4553 0.3895 5.5009
H 2.5956 -2.0355 6.8847
H 3.1865 -0.4135 7.1501
H 4.9971 -1.1302 5.4113
H 3.9744 -2.5098 5.0886
H 3.7306 -1.4476 3.1990
H 3.5901 0.0510 3.9287
C -1.3070 0.8275 -1.7628
C -2.3039 0.6857 -2.8784
O -3.4078 1.4443 -2.4046
C -2.8943 2.4093 -1.5989
O -3.4830 3.3694 -1.2410
O -1.6080 2.1294 -1.2571
F -2.6937 -0.6126 -3.0352
H -1.4564 0.0872 -0.9724
H -0.2772 0.7709 -2.1103
H -1.9666 1.0867 -3.8389
C -4.4552 0.8885 -6.7329
C -3.5303 0.5562 -7.8697
O -2.3868 1.3468 -7.5774
C -2.3533 1.4905 -6.2309
O -1.4046 1.8659 -5.6190
O -3.5348 1.1469 -5.6684
F -4.0435 0.9443 -9.0606
H -5.0459 1.7851 -6.9293
H -5.1269 0.0705 -6.4814
H -3.2408 -0.4956 -7.9241
```

Mulliken atomic charge list, values in e, 5 entries:
1 C -1.23
2 C -0.02
3 O -0.35
4 C -0.79
5 C -0.33